ORCA calculation (the ωB97M-V functional and the def2-TZVPD basis) on a gas-phase ion, C9H16NO (charge +1) in a non-equilibrium geometry.

The geometry in ORCA input format:
```
! wB97M-V def2-TZVPD RIJCOSX def2/J DEFGRID3
* xyz 1 1
C -0.6037 0.2367 2.2185
N 0.3517 0.2054 1.3933
C 1.7039 0.1468 1.8357
C 0.0355 0.3840 -0.0445
C -0.6388 1.7300 -0.0725
C 1.2568 0.4681 -1.0291
C 0.6576 0.2621 -2.4181
C -1.2574 -0.7624 -0.4068
C -0.8826 -2.1386 0.1140
C -2.3294 -0.9148 -1.2202
O -3.1065 -1.2553 -1.9766
H -0.2448 0.2707 3.2437
H -1.6431 0.4365 1.9707
H 1.8907 -0.6770 2.4390
H 2.4810 0.1201 1.1499
H 1.9029 1.0261 2.5734
H -0.5641 2.0544 -1.0968
H -1.6799 1.7202 0.3090
H -0.0838 2.4027 0.5312
H 1.9117 -0.4374 -0.9992
H 1.9437 1.3550 -0.9272
H 0.3956 -0.8263 -2.6763
H 1.2627 0.6712 -3.1790
H -0.3811 0.6124 -2.3329
H -1.6618 -2.7492 -0.1835
H -0.8001 -1.8834 1.1530
H 0.0835 -2.4580 -0.3687
*
```

Results
- SMILES = C=[N+](C)[C@@](C)(CC)C(C)=C=O
- highest occupied orbital energy (eV) = -12.312
- orbital gap (hartree) = 0.2693
- ΔE to the lowest compared entry with this formula, charge and spin (kcal/mol) = 110.12
- M (g/mol) = 154.23
- E_tot (Eh) = -482.11735

ORCA calculation (the ωB97M-V functional and the def2-TZVPD basis) on a single C4H5F2NS molecule in a non-equilibrium geometry.

The geometry in ORCA input format:
```
! wB97M-V def2-TZVPD RIJCOSX def2/J DEFGRID3
* xyz 0 1
C 2.2521 0.8775 0.4079
C -0.1395 -0.8874 0.1840
C -2.3579 0.3982 0.1852
C -1.0643 -0.1496 -0.4923
N 2.4854 -0.1864 -0.3263
F 3.4352 1.5273 0.5820
F -0.1693 -1.1824 1.5188
S 1.3573 -1.4811 -0.6810
H -2.2081 0.5894 1.2506
H -3.2325 -0.1718 -0.0725
H -2.5563 1.3618 -0.2343
H -1.2217 -0.2185 -1.5283
H 3.4197 -0.4771 -0.7938
*
```

Results
- highest occupied orbital energy (eV) = -9.322
- orbital gap (hartree) = 0.3525
- ΔE to the lowest compared entry with this formula, charge and spin (kcal/mol) = 69.03
- M (g/mol) = 137.15
- E_tot (Eh) = -807.96080

ORCA calculation (the ωB97M-V functional and the def2-TZVPD basis) on a single C2H3Cl3O2S molecule in a non-equilibrium geometry.

The geometry in ORCA input format:
```
! wB97M-V def2-TZVPD RIJCOSX def2/J DEFGRID3
* xyz 0 1
C -1.1716 -0.4307 -1.3466
C 1.5517 0.5159 1.0294
O -0.8346 -1.0304 1.3069
O -1.2424 0.6201 -0.4393
S -0.7052 0.3644 1.0663
Cl 2.0464 1.6518 -0.2506
Cl 2.3686 -0.9987 0.8155
Cl 1.5038 1.2784 2.6118
H -0.1522 -0.7290 -1.6330
H -1.6635 -0.1197 -2.3239
H -1.7009 -1.1223 -0.8364
*
```

Results
- highest occupied orbital energy (eV) = -9.164
- orbital gap (hartree) = 0.3339
- ΔE to the lowest compared entry with this formula, charge and spin (kcal/mol) = 27.24
- M (g/mol) = 197.47
- E_tot (Eh) = -2007.15936

ORCA calculation (the ωB97M-V functional and the def2-TZVPD basis) on a molecular structure, H16NaO8 in a non-equilibrium geometry.

The geometry in ORCA input format:
```
! wB97M-V def2-TZVPD RIJCOSX def2/J DEFGRID3
* xyz 1 1
Na -9.4870 -22.9168 -8.5717
O -8.9222 -24.3917 -10.3449
H -8.7323 -24.2024 -11.2510
H -8.6770 -25.3127 -10.2245
O -9.7216 -21.3736 -6.8728
H -9.1339 -20.6167 -7.1125
H -9.7753 -21.2793 -5.9513
O -12.0530 -20.9040 -8.3078
H -11.2800 -21.1720 -7.8234
H -12.5562 -20.2006 -7.8700
O -9.8585 -21.2192 -10.1748
H -9.8654 -21.7918 -10.9475
H -9.0252 -20.7664 -10.3216
O -7.2588 -22.4483 -5.8605
H -7.1480 -22.5399 -6.8462
H -7.3983 -21.5192 -5.6769
O -7.1731 -22.6305 -8.5013
H -6.5413 -22.1511 -9.0035
H -6.8710 -23.5249 -8.5577
O -11.6875 -24.0292 -8.7345
H -11.4057 -24.9549 -8.6309
H -12.4797 -23.9353 -8.2922
O -9.0843 -24.8243 -7.0799
H -9.7606 -24.9055 -6.3825
H -8.3802 -24.5504 -6.5106
*
```

Results
- highest occupied orbital energy (eV) = -13.718
- orbital gap (hartree) = 0.3767
- ΔE to the lowest compared entry with this formula, charge and spin (kcal/mol) = 20.22
- M (g/mol) = 167.11
- E_tot (Eh) = -773.66736